Version P
This record from OMol25 describes 2 unconnected molecules or ions with the total composition C5H15NO. The level of theory is wB97M-V/def2-TZVPD.

Structure (XYZ):
```
22
Properties=species:S:1:pos:R:3
C -1.113 0.846 -1.657
C -0.910 -0.653 -1.926
C -0.917 -1.402 -0.568
C 0.271 -1.182 0.355
N 0.198 -0.126 1.391
C 1.339 -0.036 2.260
H -0.456 1.095 -0.847
H -2.178 0.961 -1.456
H -0.973 1.637 -2.373
H -1.789 -1.029 -2.425
H 0.042 -0.865 -2.380
H -1.889 -1.154 -0.032
H -0.863 -2.473 -0.877
H 0.552 -2.118 0.905
H 1.172 -0.989 -0.211
H -0.599 -0.314 1.992
H 1.362 -0.615 3.175
H 2.307 -0.459 1.880
H 1.503 1.039 2.636
O 0.894 2.972 0.007
H 0.306 2.223 -0.158
H 1.743 2.642 0.311
```

Properties
- M (g mol⁻¹) = 105.2
- structure (SMILES) = CCCCNC.O
- lowest unoccupied orbital energy (eV) = 0.96

Version Q
This record from OMol25 describes 2 unconnected molecules or ions with the total composition C5H15NO. The level of theory is wB97M-V/def2-TZVPD.

Structure (XYZ):
```
22
Properties=species:S:1:pos:R:3
C -1.605 1.130 -1.489
C -0.521 0.111 -1.256
N -0.660 -0.513 0.094
C -0.337 0.430 1.164
C 0.284 -1.625 0.188
C -0.209 -2.771 1.075
H -1.245 1.943 -2.116
H -2.030 1.575 -0.587
H -2.494 0.723 -1.970
H 0.464 0.591 -1.211
H -0.525 -0.727 -1.947
H -1.166 1.105 1.350
H -0.468 -0.281 1.990
H 0.667 0.857 1.168
H 0.542 -2.074 -0.759
H 1.248 -1.250 0.568
H 0.627 -3.356 1.441
H -0.858 -3.444 0.523
H -0.667 -2.361 1.975
O 2.446 2.536 0.087
H 2.149 3.310 -0.400
H 3.393 2.423 -0.003
```

Properties
- M (g mol⁻¹) = 105.2
- structure (SMILES) = CCN(C)CC.O
- lowest unoccupied orbital energy (eV) = 0.74

Version R
This record from OMol25 describes 3 unconnected molecules or ions with the total composition C5H15NO. The level of theory is wB97M-V/def2-TZVPD.

Structure (XYZ):
```
22
Properties=species:S:1:pos:R:3
C -1.512 1.345 1.508
N -2.007 0.646 0.340
C -1.458 -0.686 0.192
O -1.882 -1.300 -0.986
H -2.010 2.313 1.575
H -0.421 1.505 1.493
H -1.758 0.761 2.398
H -1.796 1.186 -0.488
H -1.855 -1.313 1.015
H -0.352 -0.690 0.257
H -1.770 -0.682 -1.715
C 2.393 -1.418 0.320
C 1.702 -0.696 1.181
H 2.419 -2.493 0.363
H 2.992 -0.963 -0.457
H 1.121 -1.139 1.971
H 1.684 0.389 1.146
C 0.898 0.647 -2.016
H 0.585 -0.342 -1.702
H 1.669 0.538 -2.774
H 0.063 1.193 -2.445
H 1.293 1.200 -1.174
```

Properties
- M (g mol⁻¹) = 105.2
- structure (SMILES) = CNCO.C=C.C
- lowest unoccupied orbital energy (eV) = 0.90

Version S
This record from OMol25 describes 2 unconnected molecules or ions with the total composition C5H15NO. The level of theory is wB97M-V/def2-TZVPD.

Structure (XYZ):
```
22
Properties=species:S:1:pos:R:3
C 0.377 0.744 -2.594
C 1.465 -0.132 -1.985
C 1.206 -0.824 -0.618
C 1.769 0.084 0.512
N 1.340 -0.083 1.874
C -0.011 0.354 2.193
H 0.743 1.630 -3.108
H -0.410 0.956 -1.867
H -0.155 0.175 -3.365
H 1.492 -1.019 -2.608
H 2.483 0.252 -1.942
H 0.158 -1.039 -0.377
H 1.694 -1.799 -0.631
H 2.858 -0.035 0.480
H 1.570 1.117 0.227
H 1.564 -0.920 2.382
H -0.804 -0.315 1.868
H -0.027 0.609 3.262
H -0.059 1.410 1.884
O -5.853 -0.655 1.299
H -5.054 -0.648 1.839
H -6.345 0.139 1.275
```

Properties
- M (g mol⁻¹) = 105.2
- structure (SMILES) = CCCCNC.O
- lowest unoccupied orbital energy (eV) = 0.72

Going by the energies, version Q is most stable and the next is 4.4 kcal/mol up.

Version P
This record from OMol25 describes 2 unconnected molecules or ions with the total composition C5H15NO. The level of theory is wB97M-V/def2-TZVPD.

Structure (XYZ):
```
22
Properties=species:S:1:pos:R:3
C 1.377 -0.841 -2.204
C 0.075 -0.957 -1.420
C 0.121 -0.114 -0.135
N 0.918 -0.807 0.882
C 0.031 -1.793 1.579
C 1.342 0.197 1.873
H 1.628 0.227 -2.238
H 1.284 -1.162 -3.248
H 2.274 -1.354 -1.879
H -0.656 -0.552 -2.130
H -0.183 -1.977 -1.145
H 0.722 0.741 -0.459
H -0.841 0.247 0.241
H 0.080 -1.647 2.651
H -0.990 -1.683 1.230
H 0.398 -2.792 1.336
H 1.936 0.972 1.385
H 1.856 -0.328 2.683
H 0.506 0.727 2.337
O -4.287 4.428 -0.592
H -3.782 4.826 0.121
H -3.811 3.640 -0.868
```

Properties
- M (g mol⁻¹) = 105.2
- structure (SMILES) = CCCN(C)C.O
- lowest unoccupied orbital energy (eV) = 0.60

Version Q
This record from OMol25 describes 2 unconnected molecules or ions with the total composition C5H15NO. The level of theory is wB97M-V/def2-TZVPD.

Structure (XYZ):
```
22
Properties=species:S:1:pos:R:3
C -0.569 0.418 2.261
C -0.130 -0.373 1.038
N -0.663 0.288 -0.188
C 0.243 1.300 -0.671
C -1.144 -0.655 -1.149
C -1.328 -0.121 -2.554
H -0.108 0.017 3.169
H -0.284 1.460 2.095
H -1.652 0.330 2.358
H 0.943 -0.441 0.853
H -0.590 -1.355 0.985
H 0.539 1.991 0.124
H -0.278 1.927 -1.375
H 1.177 0.823 -1.018
H -2.042 -1.121 -0.775
H -0.424 -1.502 -1.237
H -2.088 0.655 -2.511
H -0.444 0.404 -2.903
H -1.767 -0.843 -3.222
O 3.313 -0.733 1.491
H 3.345 -1.585 1.020
H 3.949 -0.884 2.209
```

Properties
- M (g mol⁻¹) = 105.2
- structure (SMILES) = CCN(C)CC.O
- lowest unoccupied orbital energy (eV) = 0.75

Version R
This record from OMol25 describes 2 unconnected molecules or ions with the total composition C5H15NO. The level of theory is wB97M-V/def2-TZVPD.

Structure (XYZ):
```
22
Properties=species:S:1:pos:R:3
C -0.480 -2.672 -0.039
C 0.779 -1.958 -0.654
N 0.555 -0.464 -0.712
C 0.895 0.439 0.426
C 1.587 -0.303 1.598
C 1.876 1.419 -0.173
H -0.288 -3.532 0.600
H -1.127 -1.955 0.446
H -0.967 -3.070 -0.937
H 0.871 -2.250 -1.696
H 1.817 -2.025 -0.256
H -0.284 -0.178 -1.210
H 0.064 0.951 0.906
H 1.996 0.400 2.338
H 2.300 -1.093 1.401
H 0.692 -0.784 2.063
H 1.792 2.399 0.298
H 1.636 1.633 -1.218
H 2.936 1.153 -0.073
O -4.310 2.950 -0.373
H -4.157 2.603 -1.260
H -4.774 3.776 -0.508
```

Properties
- M (g mol⁻¹) = 105.2
- structure (SMILES) = CCNC(C)C.O
- lowest unoccupied orbital energy (eV) = 0.80

Version S
This record from OMol25 describes 2 unconnected molecules or ions with the total composition C5H15NO. The level of theory is wB97M-V/def2-TZVPD.

Structure (XYZ):
```
22
Properties=species:S:1:pos:R:3
C 0.813 -1.329 -1.129
C -0.606 -1.063 -1.598
N -1.417 -0.144 -0.753
C -1.629 -0.897 0.459
C -0.994 1.167 -0.687
C 0.173 1.624 0.220
H 1.418 -0.467 -0.833
H 0.685 -2.038 -0.258
H 1.266 -1.901 -1.977
H -1.141 -2.027 -1.872
H -0.571 -0.664 -2.609
H -2.285 -0.367 1.123
H -0.693 -1.053 1.030
H -2.142 -1.842 0.266
H -1.762 2.019 -0.603
H -0.591 1.318 -1.773
H 0.384 2.701 0.147
H 1.066 1.210 -0.346
H 0.244 1.255 1.206
O 2.580 0.826 2.926
H 3.263 0.494 3.488
H 1.939 1.179 3.572
```

Properties
- M (g mol⁻¹) = 105.2
- structure (SMILES) = CCN(C)CC.O
- lowest unoccupied orbital energy (eV) = 0.76

Going by the energies, version Q is most stable and the next is 2.3 kcal/mol up.

Version P
This record from OMol25 describes 2 unconnected molecules or ions with the total composition C5H15NO. The level of theory is wB97M-V/def2-TZVPD.

Structure (XYZ):
```
22
Properties=species:S:1:pos:R:3
C 2.480 0.822 0.525
C 1.016 0.858 0.103
C 0.218 -0.354 0.543
C 0.303 -0.605 2.068
N -1.169 -0.233 0.074
C -1.852 -1.516 -0.179
H 2.612 1.195 1.539
H 3.085 1.454 -0.124
H 2.890 -0.186 0.487
H 0.586 1.782 0.508
H 0.986 0.926 -0.980
H 0.657 -1.240 0.064
H 0.538 -1.652 2.295
H 1.045 0.022 2.559
H -0.666 -0.395 2.524
H -1.676 0.252 0.804
H -1.119 -2.253 -0.494
H -2.592 -1.378 -0.977
H -2.345 -1.918 0.703
O -0.793 1.005 -2.873
H -0.704 0.363 -2.151
H -1.268 1.743 -2.464
```

Properties
- M (g mol⁻¹) = 105.2
- structure (SMILES) = CC[C@@H](C)NC.O
- lowest unoccupied orbital energy (eV) = 1.01

Version Q
This record from OMol25 describes 2 unconnected molecules or ions with the total composition C5H15NO. The level of theory is wB97M-V/def2-TZVPD.

Structure (XYZ):
```
22
Properties=species:S:1:pos:R:3
C -0.874 -1.914 0.876
C -0.947 -0.524 0.230
C 0.316 0.199 0.685
N 1.018 1.010 -0.354
C 2.331 1.429 0.299
C 1.305 0.238 -1.582
H -0.339 -1.964 1.828
H -1.898 -2.332 0.909
H -0.386 -2.703 0.220
H -1.874 -0.115 0.804
H -0.888 -0.717 -0.842
H 1.062 -0.460 1.142
H 0.171 0.784 1.622
H 2.851 2.131 -0.323
H 2.993 0.583 0.498
H 2.247 1.880 1.305
H 1.315 0.982 -2.365
H 2.325 -0.203 -1.766
H 0.582 -0.567 -1.645
O -3.937 0.340 -0.545
H -3.312 0.762 0.060
H -4.062 1.161 -1.057
```

Properties
- M (g mol⁻¹) = 105.2
- structure (SMILES) = CCCN(C)C.O
- lowest unoccupied orbital energy (eV) = 0.93

Going by the energies, version P is most stable and the next is 41.9 kcal/mol up.

Version P
This record from OMol25 describes 2 unconnected molecules or ions with the total composition Cl2H2OP2. The level of theory is wB97M-V/def2-TZVPD.

Structure (XYZ):
```
7
Properties=species:S:1:pos:R:3
O 1.052 0.052 1.623
P 0.266 -1.014 -1.185
P 1.396 0.008 0.186
Cl 2.383 1.612 -0.503
Cl -2.597 0.279 -0.239
H -1.790 0.798 0.506
H -0.710 -1.735 -0.389
```

Properties
- M (g mol⁻¹) = 150.9
- lowest unoccupied orbital energy (eV) = -1.49

Version Q
This record from OMol25 describes 2 unconnected molecules or ions with the total composition Cl2H2OP2. The level of theory is wB97M-V/def2-TZVPD.

Structure (XYZ):
```
7
Properties=species:S:1:pos:R:3
O 0.734 -0.385 1.779
P 0.055 -1.814 -1.141
P 0.978 -0.692 0.369
Cl 2.571 0.241 -0.296
Cl -1.352 2.252 -0.281
H -2.416 3.188 -0.157
H -0.570 -2.790 -0.272
```

Properties
- M (g mol⁻¹) = 150.9
- lowest unoccupied orbital energy (eV) = -0.67

Going by the energies, version Q is most stable and the next is 2.8 kcal/mol up.